No. 1
Density functional theory data (ωB97M-V/def2-TZVPD) for a molecular structure, C6H15F4N3O10S4Sn in a non-equilibrium geometry.

Output
- E_HOMO (Ha) = -0.391
- ΔE to the lowest compared entry with this formula, charge and spin (kJ/mol) = 0.0
- frontier orbital gap (eV) = 8.86

Each line ends with the natural charge from an NBO analysis.
CARTESIAN COORDINATES (ANGSTROEM)
Sn  -0.30039  -0.76433  0.76633  1.66
N  -2.17769  -2.09550  -0.85620  -1.27
S  -2.98348  -1.57222  -2.11672  2.48
O  -4.04402  -0.69254  -1.78315  -0.91
O  -3.10477  -2.40118  -3.25960  -0.89
F  -1.82154  -0.60383  -2.71167  -0.54
S  -2.74706  -3.65621  -0.75336  2.49
O  -2.13224  -4.57388  -1.61013  -0.90
O  -4.13606  -3.78748  -0.56216  -0.88
F  -1.99898  -3.86926  0.64260  -0.51
N  1.50379  0.51923  2.59344  -1.26
S  3.14090  0.56694  2.61960  2.50
O  3.81364  0.42446  3.84665  -0.86
O  3.67076  1.44404  1.64622  -0.94
F  3.33644  -0.80799  1.82968  -0.52
S  1.06429  1.43028  3.79224  2.47
O  1.55964  2.76745  3.75917  -0.89
O  0.65482  0.80618  4.99260  -0.86
F  -0.45010  1.74582  3.13566  -0.56
C  1.15322  -2.80937  -1.18102  -0.27
O  0.99931  -1.42377  -0.90966  -0.68
C  1.86304  -0.61317  -1.70160  -0.07
C  1.50953  0.87098  -1.57042  -0.25
N  1.18755  1.04611  -0.16095  -0.75
C  0.84718  2.41541  0.25672  -0.26
C  -0.62901  2.77385  0.02099  -0.07
O  -1.36938  1.58336  0.02301  -0.61
C  -2.78002  1.69647  -0.10866  -0.26
H  0.65002  -3.40418  -0.41959  0.22
H  2.18023  -3.15289  -0.98127  0.20
H  0.81857  -3.05383  -2.18501  0.22
H  1.90787  -0.91832  -2.74618  0.22
H  2.85352  -0.73123  -1.24019  0.19
H  0.57519  1.00784  -2.11809  0.22
H  2.32075  1.52776  -1.87100  0.22
H  2.07625  0.82741  0.30489  0.42
H  1.41506  3.27033  -0.11263  0.22
H  0.91125  2.37312  1.34386  0.25
H  -0.92180  3.24168  -0.92974  0.18
H  -0.95283  3.38494  0.87148  0.20
H  -3.34102  0.77739  0.04756  0.23
H  -2.93873  1.96559  -1.15791  0.19
H  -3.18371  2.46457  0.55423  0.19

No. 2
Density functional theory data (ωB97M-V/def2-TZVPD) for 2 unconnected molecules or ions with the total composition C6H15INO2 in a non-equilibrium geometry.

Output
- E_HOMO (Ha) = -0.121
- total charge = -1
- ΔE to the lowest compared entry with this formula, charge and spin (kJ/mol) = 102.1
- frontier orbital gap (eV) = 5.99

Each line ends with the natural charge from an NBO analysis.
CARTESIAN COORDINATES (ANGSTROEM)
I  -0.66579  -4.39179  -4.67716  -1.00
C  4.13110  1.17750  -0.96346  -0.24
O  2.98355  0.47914  -0.41053  -0.57
C  1.71386  0.62654  -1.07355  -0.06
C  0.56251  0.29826  -0.09114  -0.23
N  0.48728  -1.11234  0.33669  -0.61
C  -0.56149  -1.15993  1.42530  -0.24
C  -2.03880  -0.81493  1.23812  -0.09
O  -2.24131  0.55155  0.74343  -0.55
C  -3.59738  0.93160  0.89168  -0.24
H  4.98838  1.13025  -0.29194  0.19
H  3.75443  2.19033  -1.10627  0.16
H  4.32428  0.75432  -1.94921  0.17
H  1.70663  -0.05967  -1.92041  0.18
H  1.58480  1.64933  -1.42760  0.16
H  -0.26437  0.60130  -0.73343  0.18
H  0.56236  0.92749  0.79890  0.19
H  0.27411  -1.72780  -0.43523  0.37
H  -0.29181  -0.49683  2.24730  0.18
H  -0.50202  -2.15956  1.85577  0.20
H  -2.60395  -0.97914  2.15559  0.17
H  -2.42107  -1.49853  0.48006  0.17
H  -4.21302  0.16152  0.42686  0.17
H  -3.80438  1.94013  0.53373  0.19
H  -3.86800  0.98138  1.94638  0.15

No. 3
Density functional theory data (ωB97M-V/def2-TZVPD) for a molecular structure, C6H15IPReSbSe4 in a non-equilibrium geometry.

Output
- E_HOMO (Ha) = -0.697
- total charge = +3
- frontier orbital gap (eV) = 5.22

Each line ends with the natural charge from an NBO analysis.
CARTESIAN COORDINATES (ANGSTROEM)
Re  0.09839  -2.16249  0.98854  -0.04
Se  2.71605  -5.29278  3.46575  0.00
Sb  3.14444  -2.94766  3.51560  0.93
Se  2.31493  -2.29478  0.68182  0.29
Se  -0.24461  -1.60377  3.11418  0.45
Se  3.86834  -0.77566  4.14405  -0.02
C  1.55783  1.51424  0.96766  -0.62
C  0.06163  1.40508  0.68042  -0.74
P  -0.44920  -0.08312  -0.23602  1.23
C  0.45744  -0.21216  -1.81719  -0.74
C  0.08963  0.91774  -2.78715  -0.62
C  -2.26154  -0.07942  -0.50251  -0.73
C  -2.80879  1.34019  -0.72070  -0.62
H  1.74044  2.46011  1.47587  0.28
H  2.15582  1.51740  0.05599  0.23
H  1.90738  0.71292  1.62204  0.19
H  -0.26755  2.24425  0.06030  0.29
H  -0.52558  1.42780  1.60157  0.27
H  0.24293  -1.18675  -2.26437  0.27
H  1.52208  -0.18477  -1.57376  0.26
H  -0.94215  0.85280  -3.12862  0.24
H  0.72385  0.81570  -3.66801  0.28
H  0.27211  1.90475  -2.36304  0.23
H  -2.75349  -0.53629  0.35936  0.27
H  -2.45394  -0.71570  -1.37045  0.27
H  -2.76227  1.94327  0.18446  0.23
H  -3.85969  1.24913  -0.99508  0.28
H  -2.30306  1.86828  -1.52709  0.23
I  -1.24144  -4.09833  0.03638  0.42

No. 4
Density functional theory data (ωB97M-V/def2-TZVPD) for a molecular structure, C6H15InNO2 in a non-equilibrium geometry.

Output
- E_HOMO (alpha / beta) (Ha) = -0.974 / -0.975
- total charge = +4
- 2S+1 = 2
- ΔE to the lowest compared entry with this formula, charge and spin (kJ/mol) = 0.0
- frontier orbital gap (alpha / beta) (eV) = 6.68 / 6.57

Each line ends with the Löwdin spin population.
CARTESIAN COORDINATES (ANGSTROEM)
In  -0.30743  1.16118  -3.15974  0.05
C  -3.80483  -0.03000  1.94350  0.15
O  -2.47614  -0.41712  1.65276  0.61
C  -2.23659  -1.32524  0.57656  0.06
C  -0.72394  -1.57339  0.26809  0.08
N  0.00527  -0.29262  -0.07567  0.66
C  1.43632  -0.56872  0.02663  0.07
C  2.38346  0.57191  -0.26999  -0.05
O  2.17609  1.24071  -1.54142  -0.61
C  3.22125  2.13677  -1.87432  -0.15
H  -3.85852  0.34992  2.96374  0.00
H  -4.46795  -0.89105  2.02689  0.07
H  -4.35307  0.56178  1.21047  0.06
H  -2.77405  -0.93760  -0.28887  0.02
H  -2.72125  -2.28371  0.76240  0.03
H  -0.68337  -2.25682  -0.58007  0.01
H  -0.18513  -2.08359  1.06651  0.04
H  -0.15401  0.37812  0.66247  0.02
H  1.70004  -1.34206  -0.69482  0.01
H  1.65395  -1.05746  0.97630  0.04
H  3.38115  0.14132  -0.18458  -0.02
H  2.23584  1.28050  0.54500  -0.03
H  2.94582  2.66786  -2.78546  0.00
H  4.17959  1.67108  -2.10413  -0.07
H  3.42761  2.89818  -1.12214  -0.06

No. 5
Density functional theory data (ωB97M-V/def2-TZVPD) for a molecular structure, C6H15N in a non-equilibrium geometry.

Output
- E_HOMO (Ha) = -0.276
- ΔE to the lowest compared entry with this formula, charge and spin (kJ/mol) = 283.8
- frontier orbital gap (eV) = 8.50

Each line ends with the natural charge from an NBO analysis.
CARTESIAN COORDINATES (ANGSTROEM)
C  -0.47740  -0.85507  -0.61565  -0.32
C  0.74133  -0.27683  0.10037  -0.24
C  0.70519  2.23193  -0.00788  -0.41
C  0.01847  1.13432  2.04740  -0.41
C  -0.26934  -1.01472  -2.11429  -0.61
C  -0.97794  -2.15021  0.00698  -0.61
N  0.10341  1.03922  0.58963  -0.47
H  -0.98112  0.35945  -0.13547  0.32
H  1.55782  -0.02247  -0.58039  0.20
H  1.03667  -0.85549  0.97931  0.20
H  1.00886  1.15978  2.51560  0.18
H  0.64924  2.14104  -1.09187  0.20
H  0.15820  3.11948  0.30891  0.20
H  1.75508  2.35193  0.28305  0.18
H  -0.52364  0.26609  2.41949  0.20
H  -0.51632  2.04119  2.32754  0.20
H  -1.14893  -2.04314  1.07995  0.20
H  -1.92026  -2.46389  -0.44514  0.21
H  0.07184  -0.08684  -2.57648  0.20
H  -1.19703  -1.30659  -2.61008  0.21
H  0.47162  -1.79351  -2.34400  0.19
H  -0.26574  -2.97568  -0.13699  0.19

No. 6
Density functional theory data (ωB97M-V/def2-TZVPD) for a single C6H15N molecule in a non-equilibrium geometry.

Output
- SMILES string = CCCN(C)CC
- E_HOMO (Ha) = -0.320
- ΔE to the lowest compared entry with this formula, charge and spin (kJ/mol) = 132.1
- frontier orbital gap (eV) = 9.86

Each line ends with the natural charge from an NBO analysis.
CARTESIAN COORDINATES (ANGSTROEM)
C  1.07323  0.31505  2.96698  -0.61
C  0.08646  -0.24888  1.99877  -0.42
C  0.66435  -0.24844  0.56991  -0.21
N  -0.35777  -0.10718  -0.48966  -0.44
C  -0.92665  1.24191  -0.47127  -0.45
C  0.26715  -0.29394  -1.81050  -0.21
C  -0.80216  -0.87219  -2.79032  -0.61
H  1.50378  1.25624  2.62118  0.20
H  1.92478  -0.36144  3.15799  0.21
H  0.60999  0.58110  3.91423  0.21
H  -0.87940  0.25862  1.97725  0.20
H  -0.30200  -1.23490  2.32614  0.21
H  1.16953  -1.19164  0.36274  0.19
H  1.49057  0.49252  0.50387  0.16
H  -1.07594  1.66008  0.52676  0.21
H  -0.52416  1.93562  -1.21412  0.18
H  -2.00699  1.22836  -0.75895  0.19
H  0.65168  0.62105  -2.28460  0.17
H  1.10140  -0.99701  -1.66312  0.19
H  -0.59989  -0.57774  -3.82054  0.20
H  -1.75050  -0.48838  -2.43451  0.21
H  -0.70846  -1.96676  -2.68895  0.21

No. 7
Density functional theory data (ωB97M-V/def2-TZVPD) for a single C6H15N molecule in a non-equilibrium geometry.

Output
- SMILES string = CCCCCNC
- E_HOMO (Ha) = -0.307
- ΔE to the lowest compared entry with this formula, charge and spin (kJ/mol) = 292.6
- frontier orbital gap (eV) = 9.48

Each line ends with the natural charge from an NBO analysis.
CARTESIAN COORDINATES (ANGSTROEM)
C  -0.26543  -3.30277  -0.37709  -0.63
C  -0.03001  -1.96119  -1.01199  -0.41
C  0.20061  -0.88415  -0.14869  -0.41
C  0.35874  0.45371  -0.90592  -0.42
C  1.08351  1.47081  0.11575  -0.19
N  0.14852  2.37242  0.94331  -0.64
C  -1.21233  1.99497  1.40511  -0.41
H  -1.13735  -3.95205  -0.63410  0.22
H  -0.55851  -3.28640  0.70914  0.21
H  0.60449  -3.88419  -0.59002  0.21
H  0.73216  -2.17790  -1.91406  0.20
H  -0.88439  -1.74025  -1.78927  0.20
H  -0.67985  -0.76472  0.58790  0.20
H  1.06400  -0.94494  0.57812  0.20
H  -0.56917  0.97188  -1.12321  0.20
H  0.83622  0.50478  -1.88005  0.21
H  1.62418  2.07973  -0.50747  0.19
H  1.61740  0.85585  0.77751  0.17
H  0.15835  3.15494  0.30290  0.35
H  -1.91107  2.32738  0.51741  0.17
H  -1.30462  0.95875  1.73360  0.20
H  -1.44194  2.66193  2.16545  0.20

No. 8
Density functional theory data (ωB97M-V/def2-TZVPD) for a single C6H15N molecule in a non-equilibrium geometry.

Output
- SMILES string = CCCC[C@H](C)N
- E_HOMO (Ha) = -0.338
- ΔE to the lowest compared entry with this formula, charge and spin (kJ/mol) = 151.5
- frontier orbital gap (eV) = 10.31

Each line ends with the natural charge from an NBO analysis.
CARTESIAN COORDINATES (ANGSTROEM)
C  2.24632  -1.76239  -0.66306  -0.63
C  2.39043  -0.27970  -0.25457  -0.40
C  1.03786  0.43669  0.02849  -0.41
C  -0.24255  -0.33114  0.32628  -0.41
C  -1.46711  0.70016  0.50706  -0.02
C  -2.79929  -0.06397  0.62054  -0.63
N  -1.61175  1.57786  -0.65232  -0.85
H  3.20873  -2.05357  -1.12536  0.21
H  2.28436  -2.49493  0.16181  0.21
H  1.38053  -1.83602  -1.27080  0.21
H  2.99058  -0.04749  0.66308  0.19
H  2.98993  0.39886  -0.88275  0.20
H  1.15289  1.13992  0.81259  0.19
H  1.02451  1.10936  -0.88219  0.20
H  -0.45918  -0.96834  -0.52625  0.20
H  -0.16301  -0.76348  1.28349  0.20
H  -1.16398  1.37163  1.36170  0.16
H  -2.75896  -0.85030  1.36283  0.22
H  -2.88084  -0.36874  -0.45691  0.22
H  -3.58387  0.67034  0.76892  0.20
H  -2.58167  2.03345  -0.69250  0.35
H  -0.99394  2.38181  -0.49009  0.36

No. 9
Density functional theory data (ωB97M-V/def2-TZVPD) for 2 unconnected molecules or ions with the total composition C6H15N in a non-equilibrium geometry.

Output
- SMILES string = [H]/N=C(\C)C(C)C.C
- E_HOMO (Ha) = -0.285
- ΔE to the lowest compared entry with this formula, charge and spin (kJ/mol) = 348.6
- frontier orbital gap (eV) = 8.34

Each line ends with the natural charge from an NBO analysis.
CARTESIAN COORDINATES (ANGSTROEM)
H  -0.88346  -0.89376  0.74977  0.40
N  -1.01173  -0.02858  0.06874  -0.83
C  0.20756  -0.48526  -0.12957  0.47
C  0.46384  -1.52300  -1.19854  -0.73
C  1.40564  0.09098  0.64454  -0.33
C  2.70979  -0.06823  -0.15441  -0.61
C  1.15649  1.55244  1.00008  -0.60
H  1.17773  -1.19488  -1.94222  0.24
H  0.89566  -2.41821  -0.76331  0.23
H  -0.47809  -1.72493  -1.69155  0.24
H  1.48456  -0.53994  1.52318  0.22
H  3.52807  0.41869  0.37320  0.22
H  2.99490  -1.09684  -0.35469  0.21
H  2.62096  0.47171  -1.10561  0.20
H  0.60103  2.02527  0.20330  0.22
H  2.09399  2.07724  1.13037  0.20
H  0.59599  1.66520  1.92006  0.23
C  -4.32299  0.45135  -0.12965  -0.85
H  -3.45271  0.01838  0.33187  0.24
H  -5.20788  -0.17753  -0.23516  0.20
H  -4.64687  1.29777  0.47862  0.20
H  -4.12232  0.86264  -1.11884  0.21

No. 10
Density functional theory data (ωB97M-V/def2-TZVPD) for a single C6H15N molecule in a non-equilibrium geometry.

Output
- SMILES string = CCCNC(C)C
- E_HOMO (Ha) = -0.299
- ΔE to the lowest compared entry with this formula, charge and spin (kJ/mol) = 242.4
- frontier orbital gap (eV) = 9.24

Each line ends with the natural charge from an NBO analysis.
CARTESIAN COORDINATES (ANGSTROEM)
C  -2.94485  0.12663  -1.40667  -0.62
C  -1.95403  -0.57849  -0.49835  -0.42
C  -0.47886  -0.92373  -1.04268  -0.20
N  0.55777  -0.08869  -0.36994  -0.68
C  1.06828  0.16542  0.97182  -0.06
C  1.43090  1.62991  1.09985  -0.60
C  2.35813  -0.66621  1.24208  -0.63
H  -2.55744  1.15460  -1.75187  0.20
H  -4.00240  0.14220  -0.98603  0.22
H  -2.89705  -0.45560  -2.39816  0.20
H  -2.36029  -1.63705  -0.39456  0.20
H  -1.90816  0.00276  0.49200  0.21
H  -0.21581  -2.03453  -0.73567  0.18
H  -0.25927  -0.98206  -2.12987  0.21
H  0.68939  0.75217  -1.01379  0.36
H  0.49641  0.04703  1.87586  0.19
H  0.69554  2.20509  0.57810  0.21
H  2.38317  1.91395  0.55338  0.20
H  1.72773  1.86148  2.17442  0.22
H  3.19472  -0.16554  1.74338  0.21
H  2.81017  -0.82734  0.24997  0.22
H  2.16596  -1.64201  1.74675  0.20